Record 1
Entry from the OMol25 dataset: one molecule with the formula C2H3N2OP (the ωB97M-V functional and the def2-TZVPD basis).

Results
E_LUMO (eV): 0.78
Total charge: 0
2S+1: 1
Relative energy (zero: lowest compared OMol25 entry of this formula, charge and spin) (kcal/mol): 38.2
Strongest force on any atom (eV Å⁻¹): 2.9
Electronic energy (eV): -16436.7921
Orbital gap (hartree): 0.3927
SMILES string: Pc1nnco1

Geometry as XYZ:
```
9
Properties=species:S:1:pos:R:3:lowdin_charge:R:1
C 0.409 -1.802 1.545 -0.2179
C 0.395 0.003 0.396 -0.5730
N 1.480 -1.726 0.864 0.0037
N 1.500 -0.593 0.125 0.0126
O -0.366 -0.718 1.317 -0.0016
P -0.156 1.655 -0.474 0.8620
H 0.322 -2.540 2.431 0.1648
H -1.244 0.985 -0.974 -0.1346
H 0.874 1.345 -1.347 -0.1160
```

---

Record 2
Entry from the OMol25 dataset: a 2-piece molecular cluster, C5H8N2 overall (the ωB97M-V functional and the def2-TZVPD basis).

Results
E_LUMO (eV): 0.04
Total charge: 0
2S+1: 1
Relative energy (zero: lowest compared OMol25 entry of this formula, charge and spin) (kcal/mol): 117.8
Strongest force on any atom (eV Å⁻¹): 4.5
Electronic energy (eV): -8289.8889
Orbital gap (hartree): 0.2974

Geometry as XYZ:
```
15
Properties=species:S:1:pos:R:3:lowdin_charge:R:1
C -1.204 0.944 -1.788 -0.0045
C -0.740 2.783 0.893 -0.2029
C 0.392 -1.282 0.535 -0.1411
C -0.596 0.372 -0.785 -0.2360
C 1.432 -2.359 0.571 -0.0757
N -0.685 1.528 1.039 0.0145
N 0.220 -0.651 -0.611 0.0570
H -1.218 0.326 -2.738 0.0884
H -1.976 1.654 -1.585 0.0379
H -0.618 3.359 1.761 0.0212
H -0.819 3.270 -0.215 0.0967
H -0.352 -1.182 1.285 0.0970
H 1.296 -2.891 -0.356 0.0650
H 2.483 -1.882 0.464 0.1147
H 1.431 -3.089 1.379 0.0679
```

---

Record 3
Entry from the OMol25 dataset: C30H27BrClN6O4Rb as an isolated structure (the ωB97M-V functional and the def2-TZVPD basis).

Results
E_LUMO (eV): 0.09
Total charge: 0
2S+1: 1
Strongest force on any atom (eV Å⁻¹): 1.9
Electronic energy (eV): -131902.3240
Orbital gap (hartree): 0.2873

Geometry as XYZ:
```
70
Properties=species:S:1:pos:R:3:lowdin_charge:R:1
Rb 0.766 -0.246 0.964 0.9156
C -2.078 3.010 2.154 -0.1467
N -2.432 1.607 2.156 -0.0452
C -2.785 1.070 3.458 -0.1433
C -2.641 -0.419 3.396 -0.3147
N -1.572 -1.020 2.955 0.1235
C -1.873 -2.383 3.013 -0.2196
C -1.115 -3.485 2.620 -0.0040
C -1.675 -4.738 2.767 -0.0813
C -2.966 -4.904 3.293 -0.0897
C -3.735 -3.823 3.678 -0.0203
C -3.158 -2.567 3.524 -0.1879
N -3.626 -1.284 3.768 0.1670
C -1.326 3.325 0.898 -0.3092
N -0.580 2.480 0.249 0.1349
C -0.049 3.209 -0.821 -0.2239
C 0.824 2.797 -1.827 -0.0044
C 1.188 3.737 -2.774 -0.0875
C 0.705 5.055 -2.728 -0.0968
C -0.153 5.477 -1.728 -0.0248
C -0.512 4.524 -0.779 -0.1946
N -1.334 4.572 0.338 0.1638
H -1.455 3.290 3.018 0.1283
H -2.976 3.633 2.202 0.1246
H -1.669 1.064 1.777 0.0421
H -3.813 1.335 3.717 0.1212
H -2.140 1.450 4.264 0.1264
H -0.127 -3.360 2.193 0.1125
H -1.113 -5.611 2.463 0.1035
H -3.371 -5.903 3.392 0.1009
H -4.735 -3.953 4.071 0.1082
H -4.540 -1.028 4.095 0.1609
H 1.234 1.791 -1.831 0.0899
H 1.863 3.450 -3.571 0.1044
H 1.011 5.759 -3.492 0.0989
H -0.522 6.494 -1.692 0.1064
H -1.884 5.353 0.648 0.1598
O 5.357 3.002 -1.769 0.0799
C 4.596 2.800 -0.665 -0.3025
C 3.693 3.744 -0.183 -0.0062
C 2.949 3.414 0.927 -0.1346
N 3.044 2.242 1.568 0.0314
C 3.922 1.387 1.087 -0.7579
Br 4.065 -0.275 2.003 0.7789
C 4.735 1.592 -0.010 -0.0443
H 5.146 3.862 -2.152 0.1112
H 3.554 4.699 -0.677 0.1179
H 2.213 4.111 1.315 0.1127
H 5.404 0.830 -0.378 0.1241
C 0.602 -5.420 -2.767 -0.0257
C -0.210 -4.157 -2.702 -0.1872
C -1.587 -4.182 -2.557 -0.0660
C -2.315 -3.004 -2.464 -0.6659
Cl -4.052 -3.079 -2.269 0.6314
C -1.682 -1.782 -2.524 -0.0993
C -0.299 -1.738 -2.674 0.0004
C 0.433 -2.916 -2.752 -0.2318
O 1.787 -2.963 -2.882 -0.0253
C 2.487 -1.757 -2.613 -0.0918
C 2.218 -1.204 -1.213 -0.7717
O 1.930 -2.022 -0.313 -0.2077
O 2.287 0.051 -1.094 -0.2113
H -0.048 -6.294 -2.777 0.0760
H 1.274 -5.489 -1.910 0.0902
H 1.229 -5.441 -3.658 0.0846
H -2.103 -5.133 -2.510 0.1098
H -2.254 -0.867 -2.448 0.1072
H 0.193 -0.775 -2.714 0.1111
H 2.251 -0.993 -3.355 0.1260
H 3.546 -2.000 -2.696 0.1374
```

---

Record 4
Entry from the OMol25 dataset: a 2-piece molecular cluster, C3H10N2O2 overall (the ωB97M-V functional and the def2-TZVPD basis).

Results
E_LUMO (alpha / beta) (eV): -4.44 / -8.43
Total charge: +1
2S+1: 2
Relative energy (zero: lowest compared OMol25 entry of this formula, charge and spin) (kcal/mol): 79.4
Strongest force on any atom (eV Å⁻¹): 5.3
Electronic energy (eV): -10337.4478
Orbital gap (alpha / beta) (hartree): 0.3456 / 0.1988

Geometry as XYZ:
```
17
Properties=species:S:1:pos:R:3:mulliken_spin:R:1
O 0.798 -1.898 1.911 0.0686
C -0.376 -1.575 2.165 0.0800
C -1.044 -0.194 1.720 0.0074
N -0.625 0.265 0.405 0.7537
C -1.140 -0.319 -0.889 -0.0005
N -1.525 0.708 -2.002 0.0561
H -1.153 -2.308 2.659 0.0353
H -0.735 0.371 2.524 0.0030
H -2.155 -0.081 1.851 0.0069
H 0.284 0.579 0.176 -0.0240
H -0.391 -0.999 -1.227 0.0220
H -1.938 -1.018 -0.482 -0.0026
H -2.451 0.479 -2.291 -0.0017
H -1.623 1.701 -1.720 -0.0040
H 4.535 0.859 -1.062 0.0000
H 5.201 1.861 -2.020 0.0000
O 4.339 1.570 -1.721 0.0000
```

---

Record 5
Entry from the OMol25 dataset: a 2-piece molecular cluster, CHClINO overall (the ωB97M-V functional and the def2-TZVPD basis).

Results
E_LUMO (alpha / beta) (eV): -0.37 / -0.37
Total charge: 0
2S+1: 1
Relative energy (zero: lowest compared OMol25 entry of this formula, charge and spin) (kcal/mol): 55.8
Strongest force on any atom (eV Å⁻¹): 2.2
Electronic energy (eV): -25209.7162
Orbital gap (alpha / beta) (hartree): 0.3311 / 0.3312
SMILES string: [O-][N+]#CCl.I

Geometry as XYZ:
```
6
Properties=species:S:1:pos:R:3:lowdin_charge:R:1
C -3.244 0.487 0.222 -0.6917
N -3.517 -0.591 -0.160 -0.2822
O -3.395 -1.668 -0.600 0.0264
Cl -4.055 1.951 0.401 0.6727
I -0.349 -0.386 0.160 0.6609
H 0.106 1.043 0.426 -0.3862
```

---

Record 6
Entry from the OMol25 dataset: C17H18ClF6IN3O4PtS2Si as an isolated structure (the ωB97M-V functional and the def2-TZVPD basis).

Results
E_LUMO (alpha / beta) (eV): 1.01 / 1.02
Total charge: -1
2S+1: 1
Relative energy (zero: lowest compared OMol25 entry of this formula, charge and spin) (kcal/mol): 91.7
Strongest force on any atom (eV Å⁻¹): 1.7
Electronic energy (eV): -100302.2629
Orbital gap (alpha / beta) (hartree): 0.1612 / 0.1613

Geometry as XYZ:
```
54
Properties=species:S:1:pos:R:3:lowdin_charge:R:1
Pt 0.606 -0.345 -0.667 0.7976
F -4.411 1.525 0.276 0.1365
C -3.583 2.037 -0.622 -0.6844
F -4.023 1.777 -1.849 0.1391
F -3.575 3.366 -0.455 0.1267
S -1.816 1.498 -0.381 0.5567
O -1.656 1.470 1.039 -0.2847
O -1.094 2.418 -1.200 -0.3005
N -1.612 0.028 -1.073 -0.4312
S -2.588 -1.208 -0.751 0.6008
O -2.160 -2.045 0.338 -0.3117
O -3.977 -0.865 -0.807 -0.2684
C -2.311 -2.195 -2.315 -0.6767
F -3.235 -1.847 -3.209 0.1360
F -1.120 -2.045 -2.869 0.1237
F -2.489 -3.487 -2.012 0.1227
Cl -1.096 8.077 0.255 0.6164
C -0.226 6.572 0.104 -0.6745
C 0.216 5.920 1.249 -0.1190
C 0.903 4.731 1.126 -0.0333
C 1.167 4.156 -0.140 -0.3262
C 1.839 2.932 -0.259 0.0471
C 0.693 4.852 -1.277 -0.0480
C 0.010 6.042 -1.160 -0.1144
H 0.010 6.344 2.222 0.0982
H 1.234 4.209 2.015 0.1137
H 2.190 2.396 0.611 0.0301
H 2.046 2.491 -1.220 0.0219
H 0.849 4.416 -2.256 0.1163
H -0.357 6.559 -2.036 0.0997
C 6.347 1.002 -0.555 -0.1964
Si 5.525 -0.592 -0.009 0.3777
C 6.198 -2.007 -1.043 -0.1950
C 5.959 -0.913 1.787 -0.1980
C 3.735 -0.477 -0.209 -0.2424
C 2.523 -0.404 -0.351 -0.3553
H 7.433 0.952 -0.440 0.0214
H 5.977 1.845 0.034 0.0261
H 6.120 1.209 -1.603 0.0260
H 7.284 -2.087 -0.943 0.0230
H 5.961 -1.857 -2.099 0.0265
H 5.754 -2.956 -0.733 0.0031
H 7.041 -0.993 1.927 0.0218
H 5.498 -1.841 2.129 0.0244
H 5.589 -0.105 2.421 0.0258
I 3.466 -5.802 -0.692 0.8390
C 1.954 -4.439 -0.409 -0.7701
C 0.982 -4.460 0.569 -0.1363
N 0.242 -3.359 0.388 0.0126
N 0.662 -2.633 -0.653 -0.0828
C 1.714 -3.273 -1.146 -0.2079
H 0.772 -5.169 1.350 0.1169
H -0.605 -3.047 0.847 0.1188
H 2.274 -2.849 -1.961 0.1105
```

---

Record 7
Entry from the OMol25 dataset: a 2-piece molecular cluster, C6H10N2O3S overall (the ωB97M-V functional and the def2-TZVPD basis).

Results
E_LUMO (eV): -0.50
Total charge: 0
2S+1: 1
Relative energy (zero: lowest compared OMol25 entry of this formula, charge and spin) (kcal/mol): 115.2
Strongest force on any atom (eV Å⁻¹): 4.8
Electronic energy (eV): -26336.3468
Orbital gap (hartree): 0.2909
SMILES string: C=[N+]([O-])O.CCNC(=O)C=C=S

Geometry as XYZ:
```
22
Properties=species:S:1:pos:R:3:lowdin_charge:R:1
C 0.351 -0.705 2.219 -0.0810
C -0.617 -1.286 2.916 -0.6049
C 0.431 -0.873 0.758 -0.4887
C 1.338 0.731 -2.036 -0.1353
C 1.752 -0.510 -1.349 -0.2029
C -4.115 0.125 2.249 -0.0050
N 1.522 -0.404 0.145 0.0969
N -3.115 0.179 1.497 -0.4527
O -0.459 -1.452 0.120 0.0087
O -3.148 -0.963 0.745 -0.0078
O -2.280 1.040 1.463 0.0234
S -1.851 -1.942 3.606 0.8665
H 1.143 -0.398 2.867 0.1066
H -2.301 -1.409 0.400 0.1210
H 1.604 0.692 -3.024 0.0362
H 0.219 0.874 -1.983 0.1010
H 1.671 1.734 -1.649 0.0934
H 0.995 -1.159 -1.792 0.1106
H 2.796 -0.656 -1.733 0.1327
H -4.570 -0.820 2.422 0.0712
H -4.204 0.764 3.121 0.0974
H 2.330 -0.109 0.592 0.1128
```